# 1
42
Properties=species:S:1:pos:R:3:forces:R:3:nbo_charge:R:1 method="wB97M-V/def2-TZVPD" homo_ha=-0.3427 spin_multiplicity=1 smiles="C[C@H]1CC=C(C(=O)NS(=O)(=O)C(F)(F)F)[C@](C)(c2ccc(Cl)c(Cl)c2)C1" e_tot_ev=-68515.2956 orbital_gap_ev=9.594 charge=0
C -3.6592 2.2853 -1.1485 -0.216 -0.330 0.088 -0.6061
C -2.4949 1.3070 -0.9694 0.341 0.624 -0.502 -0.2040
C -2.5276 0.2403 -2.0892 -0.425 -0.818 1.572 -0.4533
C -1.3898 -0.7206 -1.8856 2.077 0.634 1.342 -0.1041
C -0.2141 -0.4042 -1.2395 -3.452 0.669 -0.821 -0.1164
C 0.6922 -1.5392 -0.9863 2.533 -0.354 -2.260 0.6621
O 1.5574 -1.9571 -1.7638 -1.299 0.651 0.856 -0.5710
N 0.5267 -2.1564 0.2016 -0.050 -1.295 0.919 -0.8400
S 1.7702 -3.0384 0.9495 0.123 3.520 5.056 2.1143
O 1.2260 -3.1905 2.3198 0.386 -1.164 -2.992 -0.8959
O 2.9557 -2.1860 0.9837 -0.885 -2.226 -1.622 -0.8582
C 2.0277 -4.7583 0.1450 0.131 -1.938 -1.469 0.7988
F 2.6742 -5.5794 1.0049 -0.905 1.477 -0.556 -0.2871
F 0.8473 -5.3859 -0.2115 1.767 1.594 0.725 -0.3036
F 2.8067 -4.6311 -0.9511 -1.085 0.110 1.237 -0.2852
C 0.0732 1.0317 -0.7394 0.359 0.405 -0.514 -0.1217
C 1.1860 1.5710 -1.6641 1.631 -0.178 -0.019 -0.6081
C 0.5736 1.0286 0.7275 0.770 -0.217 1.398 0.0776
C 1.9398 0.7857 1.0325 -1.186 0.031 -0.015 -0.2245
C 2.4063 0.7989 2.3463 0.700 -0.440 -0.450 -0.2111
C 1.6024 1.0451 3.4479 -0.437 0.025 -0.020 -0.0473
Cl 2.3063 1.0904 5.0656 -0.529 -0.048 -0.987 0.0250
C 0.2327 1.2406 3.1970 0.473 0.213 -0.403 -0.0492
Cl -0.8655 1.6092 4.4938 0.163 -0.161 -0.295 0.0286
C -0.2448 1.2308 1.8729 -0.284 0.105 -0.668 -0.2740
C -1.1253 2.0324 -0.9495 -0.619 -0.990 0.868 -0.3854
H -3.4633 3.1827 -0.5600 -0.268 0.053 0.007 0.2120
H -3.7949 2.5776 -2.2055 0.095 -0.096 0.441 0.2072
H -4.5916 1.7994 -0.7894 0.416 0.472 -0.295 0.2144
H -2.6128 0.8114 0.0086 -0.017 -0.115 -0.381 0.1962
H -3.4964 -0.3022 -1.9501 0.707 0.175 -0.331 0.2226
H -2.5360 0.6249 -3.1021 0.061 0.457 -0.153 0.2272
H -1.4962 -1.7571 -2.1442 -0.225 -0.338 -0.423 0.2096
H -0.0456 -1.6713 0.8845 -0.035 -0.424 0.356 0.4490
H 2.0203 0.8416 -1.8288 -0.561 0.536 0.459 0.2233
H 1.6115 2.4945 -1.2239 -0.151 -0.399 -0.296 0.2195
H 0.8701 1.7922 -2.6888 -0.467 -0.043 0.327 0.2220
H 2.6288 0.5158 0.2403 0.037 0.153 0.141 0.2345
H 3.4557 0.5292 2.4708 -0.269 0.240 0.265 0.2415
H -1.3135 1.4362 1.7318 0.439 -0.109 0.145 0.2278
H -1.0187 2.5695 -1.8810 0.176 0.040 -0.383 0.2115
H -1.1008 2.8055 -0.1525 -0.019 -0.502 -0.346 0.2213

***

# 2
21
Properties=species:S:1:pos:R:3:forces:R:3:nbo_charge:R:1 method="wB97M-V/def2-TZVPD" homo_ha=-0.5048 spin_multiplicity=1 e_tot_ev=-16310.4890 relative_energy_ev=1.427 orbital_gap_ev=10.549 charge=+1
C -0.0381 0.3028 -1.0037 0.266 -0.105 0.082 0.0214
C -0.8149 -0.7217 -0.5284 0.465 1.092 -1.054 0.0025
C 0.1396 0.2400 1.2050 0.560 2.656 1.457 0.2549
C -1.7145 -1.6497 -1.2659 -1.452 -0.029 0.086 0.6363
C -1.6834 -1.3911 1.5897 -0.581 -1.086 2.717 -0.4303
N 4.2119 3.7246 0.8889 -0.023 0.895 -2.581 -0.5036
N 3.4027 3.0278 0.3630 2.792 1.249 2.435 0.3149
N -0.7369 -0.6341 0.8343 -0.757 -1.370 -0.479 -0.2549
N 0.5421 0.8924 0.0797 -1.943 -2.588 0.971 -0.4665
N -1.3807 -1.7814 -2.5631 -0.329 -0.078 -0.695 -0.7892
N 2.8357 2.3573 -0.3096 -2.163 -1.526 -1.747 -0.1968
O -2.7349 -2.1000 -0.7860 0.278 0.191 -0.029 -0.5511
H 0.1856 0.7246 -1.9744 -0.236 -0.470 -0.034 0.2642
H -2.6685 -0.9244 1.5590 0.120 0.058 -0.386 0.2490
H -1.7599 -2.3619 1.0750 -0.059 0.292 1.051 0.2643
H -1.4478 -1.4264 2.7102 0.210 -0.214 -1.755 0.2347
H 4.5331 3.9190 1.7861 -0.250 -0.319 1.918 0.4290
H 1.1970 1.5957 -0.0350 1.814 1.754 0.172 0.4484
H -0.4446 -1.9663 -2.7482 2.128 0.240 -0.325 0.3892
H -1.9184 -2.3628 -3.1788 -0.884 -0.155 0.294 0.4187
H 0.2949 0.5357 2.3021 0.046 -0.489 -2.096 0.2649

***

# 3
11
Properties=species:S:1:pos:R:3:forces:R:3:nbo_charge:R:1 method="wB97M-V/def2-TZVPD" homo_ha=-0.3122 spin_multiplicity=1 e_tot_ev=-8207.2058 relative_energy_ev=3.670 orbital_gap_ev=9.346 charge=0
O 1.3749 1.0178 -0.7115 1.045 0.746 -1.155 -0.6700
N 1.2751 0.0381 0.1533 -2.780 1.863 -1.138 -0.2023
C 2.3229 -0.5189 0.5512 0.995 -2.797 1.109 0.3614
O 3.4273 -0.1458 -0.0593 -0.584 0.774 -0.431 -0.6636
H 0.2637 -0.0821 0.2393 -0.143 -1.043 1.535 0.4425
H 2.2060 -1.3957 1.2297 0.730 0.919 -0.569 0.1834
H 2.9604 0.5314 -0.7361 0.663 -0.481 0.829 0.5075
N -1.5693 0.5092 0.1910 -1.397 -1.964 1.499 -1.0848
H -1.3861 0.6257 -0.7580 0.461 0.821 -1.887 0.3767
H -2.4693 -0.0175 0.2264 1.070 0.679 0.259 0.3700
H -1.6715 1.3788 0.6752 -0.060 0.482 -0.052 0.3791

***

# 4
121
Properties=species:S:1:pos:R:3:forces:R:3:mulliken_charge:R:1 method="wB97M-V/def2-TZVPD" homo_ha="-0.3721 / -0.4058" spin_multiplicity=4 e_tot_ev=-71804.5576 orbital_gap_ev="6.518 / 7.435" s2=3.763 charge=+1
C 1.4813 0.9783 3.5435 -0.234 0.194 0.206 -1.1311
C 0.5757 2.2044 3.5514 0.773 -0.317 0.167 -0.2447
O 0.4671 2.7483 2.2416 -0.326 -0.223 0.067 -0.2320
C -0.7291 3.4447 1.9878 -0.096 -0.217 -0.739 -0.5871
C -1.1852 3.0670 0.5415 0.176 0.724 1.113 -1.0125
N -0.8434 1.6587 0.2926 -0.304 -0.190 -0.413 0.3418
C -1.5234 0.7458 1.0040 -0.297 -0.365 0.157 0.0345
C -1.3021 -0.6024 0.8592 0.164 -0.147 -0.009 -0.5376
Cl -2.2560 -1.7055 1.7847 0.219 0.164 -0.179 -0.1784
C -0.3170 -1.0397 -0.0298 -0.282 0.485 0.113 -0.2585
C 0.3698 -0.0742 -0.7526 -0.066 -0.664 0.285 -0.6985
C 0.0977 1.2791 -0.5892 0.454 -0.077 -0.454 0.9573
C 0.8310 2.2852 -1.4003 0.493 -0.043 0.536 -0.5782
C 2.1822 2.5505 -1.1467 -0.319 0.649 -0.920 -0.4199
C 2.7513 3.5317 -1.9580 -0.230 -0.491 0.397 -0.6408
C 1.9767 4.1559 -2.9269 0.275 0.635 -0.570 -0.3328
N 0.6951 3.8996 -3.2150 0.728 -0.666 1.080 -0.6088
C 0.1776 2.9593 -2.4234 -0.839 -0.055 -0.349 0.0806
H 1.4552 0.5551 4.5498 0.128 -0.024 -0.020 0.4267
H 2.5135 1.2334 3.3109 -0.018 -0.019 -0.122 0.2918
H 1.1173 0.2047 2.8646 0.028 0.087 -0.113 0.2041
H 1.0220 2.9606 4.2037 -0.242 0.015 0.146 0.2867
H -0.3947 1.8961 3.9530 -0.158 0.264 -0.149 0.3252
H -1.5364 3.1528 2.6658 0.195 0.011 0.266 0.3942
H -0.5828 4.5265 2.0434 -0.145 0.030 0.046 0.5240
H -2.2666 3.1708 0.4829 0.014 0.042 -0.235 0.4070
H -0.7081 3.7322 -0.1657 0.038 -0.296 -0.231 0.3552
H -2.2846 1.0928 1.6877 0.049 0.200 -0.031 0.5154
H -0.1269 -2.0960 -0.1648 0.093 0.008 -0.063 0.7479
H 1.1206 -0.4253 -1.4506 0.078 0.253 -0.068 0.6916
H 2.7685 2.0514 -0.3893 -0.157 -0.100 0.122 0.5649
H 3.7876 3.8110 -1.8395 0.015 0.052 -0.019 0.4196
H 2.4454 4.9341 -3.5213 -0.073 -0.039 -0.054 0.3855
H -0.8635 2.6998 -2.6102 0.027 0.077 -0.052 0.4628
C 3.0705 -5.5054 -0.1799 0.251 0.036 0.124 -1.8731
C 2.7876 -4.6029 -1.3971 -0.494 -1.264 0.963 2.0515
C 3.5440 -5.1335 -2.6134 0.376 0.257 -0.283 -1.2928
C 5.0546 -4.9452 -2.4889 -0.029 0.025 0.123 -0.5557
C 5.4072 -3.4842 -2.2095 -0.216 -0.278 -0.453 -1.3267
C 4.6143 -2.8394 -1.0656 1.076 0.186 1.282 1.7499
N 3.1617 -3.1826 -1.1216 0.196 0.385 -2.288 0.6470
O 2.5654 -2.3987 -1.9710 -0.436 0.175 0.754 -0.6273
C 5.1996 -3.2492 0.3003 -0.026 -0.243 0.047 -1.7201
C 4.8062 -1.3236 -1.1402 -0.347 0.182 -0.258 -2.0271
C 1.2815 -4.7185 -1.6244 -0.066 0.440 -0.293 -2.3602
H 2.5707 -6.4643 -0.3126 -0.112 0.067 -0.098 0.4259
H 4.1220 -5.7410 -0.0375 -0.029 0.066 0.003 0.3461
H 2.6907 -5.0578 0.7401 0.010 0.032 -0.015 0.3998
H 3.1944 -4.6190 -3.5143 -0.065 0.080 0.078 0.4139
H 3.3105 -6.1906 -2.7507 -0.098 -0.002 0.105 0.4007
H 5.4616 -5.5901 -1.7059 -0.041 -0.001 0.015 0.3234
H 5.5356 -5.2592 -3.4167 0.028 0.006 0.020 0.4065
H 6.4733 -3.4018 -1.9900 -0.018 0.102 0.092 0.3828
H 5.2371 -2.9122 -3.1273 -0.109 0.052 0.062 0.3975
H 4.5847 -2.8592 1.1135 -0.038 -0.023 -0.018 0.3633
H 6.2004 -2.8341 0.4170 -0.018 0.082 -0.105 0.4929
H 5.3002 -4.3227 0.4347 -0.045 0.038 -0.022 0.3023
H 4.5412 -0.9217 -2.1172 -0.098 -0.056 0.044 0.3805
H 5.8535 -1.0823 -0.9640 0.043 -0.120 0.062 0.5008
H 4.2085 -0.8116 -0.3822 -0.005 -0.040 0.017 0.4360
H 0.7245 -4.3476 -0.7596 0.020 -0.024 0.020 0.3473
H 1.0064 -5.7592 -1.7719 0.082 -0.051 0.075 0.6254
H 0.9452 -4.1799 -2.5089 0.065 0.074 0.055 0.4026
C -3.6968 -7.8926 -4.5118 -0.217 0.075 0.096 -1.7403
C -2.4946 -7.8478 -3.5481 -0.610 -0.456 -1.422 1.7214
C -2.5672 -9.0280 -2.5805 -0.043 0.013 0.497 -1.2614
C -3.7100 -8.8917 -1.5774 -0.038 0.090 -0.066 -0.4945
C -3.6260 -7.5621 -0.8277 0.300 -0.457 0.008 -1.3019
C -3.4465 -6.3296 -1.7232 -1.445 0.782 0.031 2.0587
N -2.4408 -6.5554 -2.8028 1.280 -1.009 1.621 0.1386
O -1.2462 -6.3758 -2.3255 -0.198 0.449 -0.527 -0.2360
C -4.7954 -5.9057 -2.3371 -0.091 -0.152 -0.151 -1.7505
C -3.0239 -5.1527 -0.8432 0.458 0.076 0.040 -2.1081
C -1.2640 -7.9818 -4.4440 0.387 0.155 0.228 -1.9150
H -3.5763 -8.7197 -5.2108 0.152 0.000 0.016 0.4622
H -4.6514 -8.0629 -4.0207 0.040 0.054 0.018 0.3107
H -3.7682 -6.9734 -5.0947 0.018 0.018 0.033 0.3668
H -1.6229 -9.1096 -2.0322 0.034 0.118 -0.051 0.3153
H -2.6773 -9.9543 -3.1472 0.008 0.060 -0.119 0.3953
H -4.6775 -8.9864 -2.0769 0.023 0.017 -0.040 0.3345
H -3.6611 -9.7124 -0.8595 -0.033 0.013 0.008 0.3852
H -4.5231 -7.4294 -0.2194 -0.002 0.132 -0.016 0.3885
H -2.7857 -7.6195 -0.1279 0.067 0.082 -0.086 0.3727
H -4.6540 -5.0822 -3.0388 0.035 -0.031 -0.029 0.3940
H -5.4701 -5.5590 -1.5540 0.101 0.002 0.087 0.4625
H -5.3180 -6.7064 -2.8530 0.060 0.013 -0.003 0.2989
H -2.1345 -5.3749 -0.2541 0.035 -0.024 -0.134 0.2902
H -3.8251 -4.9175 -0.1427 -0.120 -0.080 -0.069 0.4274
H -2.8252 -4.2618 -1.4429 0.002 -0.036 -0.038 0.4996
H -1.1933 -7.1446 -5.1401 -0.009 0.019 0.030 0.4489
H -1.3361 -8.9000 -5.0255 -0.150 -0.013 0.005 0.4393
H -0.3380 -8.0352 -3.8735 -0.065 0.104 0.044 0.3172
C -0.3065 9.0404 5.2242 -0.198 0.129 0.033 -1.8071
C -0.0229 8.5192 3.8017 0.497 0.213 1.520 1.8087
C 0.5050 9.6594 2.9325 -0.203 0.194 -0.418 -1.3100
C -0.5672 10.7009 2.6218 -0.074 -0.054 0.085 -0.5149
C -1.8008 10.0503 1.9958 0.541 0.079 -0.173 -1.2259
C -2.3362 8.8274 2.7512 -1.420 0.467 0.707 1.6860
N -1.2415 7.9095 3.1909 0.923 0.345 -2.096 0.4836
O -0.8948 7.1345 2.2072 -0.279 -0.481 0.539 -0.5847
C -3.1755 9.2654 3.9677 0.141 0.110 0.180 -1.6675
C -3.3163 8.0883 1.8394 0.238 -0.333 -0.221 -1.9106
C 1.0578 7.4533 3.9794 0.015 -0.291 -0.394 -1.9684
H 0.6343 9.2483 5.7333 0.077 -0.098 -0.088 0.4774
H -0.8640 9.9725 5.2500 -0.026 -0.058 -0.034 0.3118
H -0.8469 8.2995 5.8150 -0.019 -0.009 -0.036 0.3755
H 0.8889 9.2537 1.9906 -0.057 -0.114 0.033 0.3621
H 1.3511 10.1337 3.4333 0.000 -0.087 0.105 0.3830
H -0.8444 11.2518 3.5241 0.017 -0.037 0.022 0.3263
H -0.1620 11.4417 1.9304 -0.028 0.015 0.010 0.3919
H -2.5991 10.7897 1.9108 -0.099 -0.092 0.024 0.3728
H -1.5464 9.7537 0.9731 -0.001 -0.124 0.045 0.3945
H -3.4851 8.3975 4.5518 0.045 -0.013 0.004 0.3831
H -4.0785 9.7755 3.6333 0.020 -0.044 -0.127 0.4666
H -2.6658 9.9584 4.6316 0.015 -0.048 -0.029 0.2902
H -2.8721 7.8303 0.8792 0.069 -0.051 0.085 0.3430
H -4.1746 8.7276 1.6377 0.018 0.095 0.102 0.4390
H -3.6795 7.1719 2.3084 0.020 0.018 0.027 0.4304
H 0.6961 6.6283 4.5963 -0.031 0.010 -0.010 0.4498
H 1.9228 7.8914 4.4754 -0.072 0.109 0.072 0.4647
H 1.4039 7.0492 3.0289 -0.127 0.000 -0.001 0.3593

***

# 5
46
Properties=species:S:1:pos:R:3:forces:R:3:nbo_charge:R:1 method="wB97M-V/def2-TZVPD" homo_ha=-0.3491 spin_multiplicity=1 smiles=CC(C)CCN.O.O.O.O.O.O.O.O.O e_tot_ev=-25606.3800 relative_energy_ev=0.862 orbital_gap_ev=9.718 charge=0
C -2.3403 0.3219 0.5676 -1.297 0.171 -1.926 -0.6106
C -1.3286 -0.5517 -0.2080 -0.906 0.604 0.455 -0.2350
C -1.4121 -1.9862 0.3264 2.800 0.480 -1.562 -0.6083
C 0.0652 0.0517 -0.0717 0.917 0.148 0.838 -0.4482
C 1.0269 -0.3989 -1.1692 1.804 -0.356 -0.428 -0.2332
N 0.9955 0.5373 -2.3194 -1.042 0.767 2.003 -0.8836
H -3.4028 -0.0283 0.4240 1.041 0.123 0.262 0.2073
H -2.1147 0.3454 1.5913 0.249 -0.193 1.668 0.1954
H -2.3364 1.3843 0.2624 0.139 -0.460 -0.065 0.2020
H -1.6391 -0.5027 -1.2730 0.291 -0.360 0.542 0.2022
H -2.3736 -2.3310 0.3445 -2.659 -0.899 -0.165 0.2076
H -0.8031 -2.6726 -0.3004 -0.557 0.395 0.438 0.2275
H -1.0295 -2.0766 1.3178 0.378 0.197 0.852 0.1923
H 0.0590 1.1710 -0.0136 -0.197 -0.998 -0.576 0.2210
H 0.5174 -0.2139 0.9299 -0.641 -0.111 -1.220 0.2067
H 2.0901 -0.3887 -0.7510 -1.191 0.018 -0.565 0.1745
H 0.8881 -1.4614 -1.5120 -0.050 1.054 0.725 0.2067
H 1.5493 0.3084 -3.0825 1.440 -0.875 -1.341 0.3678
H 0.0629 0.6259 -2.6758 -0.620 0.086 -0.128 0.3777
O 0.3511 -0.7301 3.1841 1.849 1.786 -0.794 -0.9852
H -0.5279 -0.9536 3.3881 -1.783 -0.415 0.419 0.4770
H 0.3240 0.2097 2.8038 -0.244 -1.396 0.887 0.5100
O 1.2282 -3.5549 -0.7171 1.080 -2.083 -2.772 -0.9894
H 1.2767 -3.2044 0.1440 0.316 0.828 2.218 0.5032
H 2.0339 -4.1272 -0.8248 -1.309 0.903 0.186 0.4776
O -0.6973 -2.7091 -3.0001 0.377 -2.029 0.351 -0.9421
H -0.6022 -1.7981 -2.8397 0.014 1.933 0.075 0.4542
H -0.1245 -3.0915 -2.2990 -0.388 -0.053 -0.544 0.4897
O 0.1755 1.8602 2.4314 0.217 1.039 2.502 -0.9867
H -0.3515 2.2423 1.7326 -0.788 0.568 -1.020 0.5287
H 0.0793 2.5228 3.1797 0.269 -1.257 -1.233 0.5059
O 1.6671 -2.5631 1.7281 0.981 -1.066 -0.632 -0.9892
H 1.1869 -1.8670 2.1555 -0.745 0.981 0.903 0.5055
H 2.5057 -2.6421 2.1917 -0.084 -0.003 0.001 0.4796
O 1.3384 3.1598 -0.9784 0.571 0.162 0.576 -1.0111
H 1.3303 2.4050 -1.5862 -0.136 -0.403 -0.333 0.5024
H 1.9066 2.8351 -0.2245 -0.366 0.345 -0.599 0.5017
O 2.5261 2.0408 1.1497 0.222 -0.386 0.160 -0.9695
H 2.8228 1.1701 0.8419 -0.155 0.290 0.214 0.4784
H 1.7252 1.8965 1.7049 0.452 -0.008 -0.264 0.5006
O -0.8411 3.3332 0.4234 2.513 -2.288 2.833 -1.0009
H -1.4394 3.7816 -0.0512 -3.855 2.663 -2.356 0.4715
H -0.0588 3.3559 -0.1515 1.171 -0.127 -0.489 0.5064
O -1.8941 1.4577 -2.5855 -1.556 -0.932 -2.485 -0.9328
H -1.6254 1.7321 -1.7533 0.966 0.968 2.637 0.4677
H -2.7897 1.1045 -2.4346 0.514 0.190 -0.247 0.4768

***

# 6
10
Properties=species:S:1:pos:R:3:forces:R:3:nbo_charge:R:1 method="wB97M-V/def2-TZVPD" homo_ha="-0.5870 / -0.6033" spin_multiplicity=3 e_tot_ev=-30806.0272 orbital_gap_ev="9.634 / 7.013" s2=2.003 charge=+1
C -1.9858 -0.5892 0.2300 -1.987 -6.034 2.683 1.0028
O -0.4761 0.6654 -0.4545 -2.819 -8.910 1.342 -0.9666
O -1.1402 -1.4157 0.5771 -1.467 3.437 -1.689 -0.5844
O -3.1221 -0.3348 0.1514 2.005 1.734 -0.806 -0.4086
Pd 0.3604 2.1411 -0.5958 -2.485 17.174 -0.207 1.4079
P 0.8685 -0.1083 -0.0049 1.236 -4.995 1.440 2.5630
F 1.7753 1.1353 -0.9115 6.855 -4.993 -1.469 -0.5257
F 1.3094 0.8568 1.2478 -0.753 -0.087 -1.155 -0.5260
F 1.1650 -1.3117 0.9872 0.073 1.493 -1.117 -0.4696
F 1.2455 -1.0389 -1.2268 -0.660 1.181 0.978 -0.4928

***

> Look up the charge of the fourth one.

+1

***

> What is the charge in the sixth record?

+1